No. 1
Density functional theory data (ωB97M-V/def2-TZVPD) for a cluster of 14 separate species, C69H149N7O16 in total in a non-equilibrium geometry.

```
! wB97M-V def2-TZVPD RIJCOSX def2/J DEFGRID3
* xyz 0 1
C -2.1280 -1.3159 -4.2834
C -2.6650 -2.7131 -3.8825
C -2.4286 -2.8163 -2.3232
N -2.6531 -4.1040 -1.6615
C -4.1336 -4.4581 -1.5487
C -4.3466 -5.6612 -0.6104
C -3.7604 -5.3940 0.7803
C -2.2875 -5.1043 0.6319
C -2.1048 -3.9441 -0.2931
C -1.9235 -5.2376 -2.3701
H -2.0551 -1.0892 -5.3787
H -1.0936 -1.2323 -3.8906
H -2.7511 -0.5540 -3.8149
H -2.0177 -3.4647 -4.3559
H -3.7501 -2.8393 -4.0558
H -2.9573 -2.0196 -1.7535
H -1.3823 -2.6399 -2.1232
H -4.6546 -3.5864 -1.1441
H -4.4477 -4.7492 -2.6014
H -5.3841 -5.9713 -0.6319
H -3.7355 -6.4910 -0.9701
H -4.2288 -4.5641 1.2950
H -4.0083 -6.2437 1.3856
H -1.7760 -4.7324 1.5647
H -1.6296 -5.9276 0.3843
H -2.6798 -3.1118 0.0522
H -1.0276 -3.6680 -0.3893
H -2.3874 -5.2560 -3.3935
H -1.9056 -6.1994 -1.8954
H -0.8409 -4.9268 -2.3762
C 5.5261 0.3140 0.0935
C 4.9016 -1.0833 0.0056
C 5.5880 -1.8519 1.1881
N 5.2474 -3.2972 1.2589
C 5.6644 -3.9448 2.6357
C 4.9239 -3.2878 3.8367
C 3.4083 -3.3804 3.5653
C 3.0976 -2.8469 2.1685
C 3.7679 -3.5301 1.0714
C 6.0740 -4.0110 0.1872
H 5.5341 0.7931 1.0566
H 5.0727 0.9600 -0.7025
H 6.6359 0.2434 -0.1977
H 5.1515 -1.6082 -0.9023
H 3.8231 -1.0629 0.1459
H 5.3072 -1.4048 2.1390
H 6.6947 -1.7304 1.1694
H 6.7639 -3.6850 2.6976
H 5.5126 -4.9916 2.5776
H 5.0773 -2.2276 3.9363
H 5.2608 -3.8644 4.7552
H 2.9301 -2.6966 4.2904
H 3.0566 -4.3806 3.7488
H 3.2452 -1.7286 2.1680
H 1.9967 -2.8892 2.0694
H 3.5343 -3.2230 0.0860
H 3.5818 -4.6127 1.0665
H 5.7109 -4.9993 0.0008
H 7.0845 -4.0294 0.5835
H 6.0890 -3.4189 -0.7426
C -0.6279 0.5393 8.7524
C -1.0683 1.0139 7.3201
C -0.2935 2.3096 6.9670
N -1.0467 2.9899 5.9262
C -0.3375 4.2454 5.5591
C -0.9598 4.9742 4.4010
C -1.0203 4.0756 3.1511
C -1.6871 2.7995 3.5280
C -0.9732 2.1159 4.6557
C -2.4533 3.2226 6.4085
H -1.0159 1.1522 9.5661
H 0.4710 0.4619 8.8493
H -1.1895 -0.4591 8.8674
H -2.0888 1.1293 7.2957
H -0.8298 0.2589 6.5880
H 0.6796 2.1174 6.6453
H -0.2449 2.9307 7.8219
H 0.6217 3.9076 5.1899
H -0.3623 4.8644 6.4563
H -0.3554 5.8668 4.2429
H -1.9429 5.3696 4.5846
H -0.0635 4.0004 2.6806
H -1.5525 4.6013 2.3377
H -1.5970 1.9819 2.8092
H -2.7007 3.0793 3.7373
H 0.1124 1.9321 4.5181
H -1.3612 1.0730 4.9065
H -2.3929 3.1377 7.4804
H -3.1486 2.4215 6.0805
H -2.9073 4.0821 6.0418
C -0.3094 2.3420 -7.2078
C -0.2631 3.0445 -5.8637
C -1.5283 2.8399 -5.1589
N -1.8616 3.7622 -3.9451
C -3.2255 3.3165 -3.5024
C -3.6530 3.9967 -2.2157
C -3.8271 5.4831 -2.4539
C -2.4885 5.9919 -3.0497
C -1.9374 5.3240 -4.2739
C -0.8601 3.5155 -2.8851
H -0.5860 1.3601 -6.9568
H 0.6905 2.3388 -7.5420
H -0.9934 2.8327 -7.9080
H -0.0644 4.1009 -6.1134
H 0.4555 2.5229 -5.2718
H -1.6849 1.8382 -4.7041
H -2.3684 2.9237 -5.8074
H -3.8898 3.5531 -4.3187
H -3.2318 2.2526 -3.2904
H -4.6865 3.6268 -1.8778
H -3.0087 3.8712 -1.3419
H -4.5896 5.6785 -3.2128
H -4.1649 6.0027 -1.5760
H -2.6004 7.0757 -3.3203
H -1.6982 5.9125 -2.2893
H -2.4975 5.3170 -5.1600
H -0.9767 5.6797 -4.4999
H -1.4100 3.5702 -1.9469
H -0.1910 4.3276 -2.8334
H -0.2397 2.6463 -3.0431
C -5.4878 2.9456 3.1531
C -5.4053 1.6014 3.8852
C -5.8734 0.3519 3.0223
N -4.7551 -0.7122 2.7564
C -5.4233 -1.8146 1.9785
C -6.3892 -2.7215 2.8198
C -5.5957 -3.3040 4.0159
C -5.0686 -2.0673 4.7851
C -4.0204 -1.2933 4.0209
C -3.7636 -0.2333 1.7953
H -5.0720 3.6884 3.8000
H -6.5348 3.2451 2.9727
H -4.8918 2.8894 2.2575
H -6.0528 1.5114 4.7514
H -4.3788 1.3832 4.2084
H -6.1884 0.6389 2.0103
H -6.7036 -0.1764 3.4604
H -5.8763 -1.3018 1.1557
H -4.6085 -2.4097 1.5838
H -7.2683 -2.2404 3.2868
H -6.7096 -3.5134 2.1204
H -6.2445 -3.9013 4.6579
H -4.6872 -3.8232 3.7331
H -5.9650 -1.4379 4.9519
H -4.6662 -2.4030 5.7674
H -3.6081 -0.4169 4.5677
H -3.2305 -1.9753 3.7360
H -2.9985 -0.9387 1.5765
H -3.3114 0.6575 2.2698
H -4.1068 0.0800 0.7995
C -0.4270 1.8140 0.5302
N 0.3164 0.5395 -0.0214
C 0.4788 -0.5738 1.0038
C -0.5290 -0.0058 -1.1885
C 1.7080 0.9482 -0.3699
C 1.8462 1.9943 -1.4877
O 1.5106 1.4962 -2.7377
H -0.5044 2.3961 -0.3225
H 0.2292 2.2849 1.2589
H -1.3759 1.4319 0.9436
H 1.0995 -0.1863 1.7522
H 0.8912 -1.4436 0.5098
H -0.4180 -0.9454 1.4364
H -0.8116 0.7504 -1.9412
H -1.3354 -0.4470 -0.7020
H 0.0015 -0.7368 -1.7239
H 2.2469 0.0089 -0.6243
H 2.0769 1.3677 0.5612
H 2.8782 2.2548 -1.4407
H 1.2886 2.9245 -1.2241
H 2.2429 1.7654 -3.3059
C 5.3196 -0.0709 -3.8632
N 5.2572 -0.7718 -5.1301
C 5.2140 0.2511 -6.2458
C 6.3819 -1.7012 -5.2584
C 4.0335 -1.6369 -5.1959
C 2.6200 -1.0770 -5.0691
O 2.1835 -0.3718 -6.2595
H 6.3033 0.4398 -3.8428
H 5.2148 -0.7554 -2.9604
H 4.5919 0.7253 -3.8755
H 6.0577 0.8786 -6.0001
H 4.2942 0.7816 -6.3323
H 5.4589 -0.3052 -7.1257
H 6.6808 -2.1909 -4.3190
H 7.2421 -1.0847 -5.6179
H 6.0995 -2.3983 -6.1428
H 4.1799 -2.3389 -4.3524
H 4.0892 -2.1286 -6.1743
H 2.4410 -0.4471 -4.2063
H 2.0196 -1.9776 -5.1299
H 2.4414 0.5423 -6.2644
C 2.6947 4.1865 -5.5487
C 2.9819 2.6742 -5.6866
O 3.1376 1.9733 -4.6374
O 3.1932 2.2916 -6.8183
H 3.6804 4.6839 -5.4135
H 1.9315 4.2845 -4.7553
H 2.2232 4.4891 -6.4454
C 1.6388 -3.3632 -2.6420
C 1.2063 -3.9078 -1.2475
O 0.9643 -5.0753 -1.0792
O 1.2098 -3.0120 -0.3302
H 1.1064 -3.8516 -3.5146
H 2.6916 -3.6649 -2.7993
H 1.4057 -2.2838 -2.6137
C -0.0025 -3.0767 4.5154
C -0.8656 -2.0206 3.7600
O -1.3013 -2.3943 2.6157
O -1.0419 -0.9723 4.3786
H 0.4613 -3.7789 3.8030
H -0.7397 -3.6439 5.1028
H 0.6606 -2.7291 5.2967
C 9.1732 -3.0762 -2.5455
C 7.8717 -2.5364 -1.9637
O 8.0206 -1.9326 -0.8758
O 6.8147 -2.6966 -2.6160
H 9.2937 -3.1085 -3.6609
H 9.2574 -4.0827 -2.1034
H 9.8990 -2.4408 -2.0640
C -0.0874 6.9073 0.7469
C -0.3792 5.6223 -0.0465
O -1.4891 5.0167 0.1274
O 0.4066 5.2820 -0.9585
H -0.9156 7.5390 0.8476
H 0.6863 7.3926 0.1381
H 0.2274 6.5753 1.7264
C 3.5742 0.3988 4.4910
C 2.4595 1.4580 4.0513
O 2.1162 2.2751 4.9687
O 1.9156 1.4786 2.9464
H 4.5017 0.8907 4.5773
H 3.7259 -0.4084 3.7864
H 3.4176 -0.0677 5.4866
C -5.5947 0.6744 -2.8965
C -4.9634 0.0471 -1.6495
O -3.7100 -0.1119 -1.5979
O -5.8114 -0.3227 -0.8209
H -4.9038 0.6796 -3.7136
H -6.0291 1.6108 -2.6531
H -6.4582 0.0677 -3.2119
*
```

**HOMO-LUMO gap**: 7.645 eV
**Energy above the lowest of the compared OMol25 structures with the same formula, charge and spin**: 0.00 kcal per mole



No. 2
Density functional theory data (ωB97M-V/def2-TZVPD) for a structure of composition C14H15F8I2OP in a non-equilibrium geometry.

```
! wB97M-V def2-TZVPD RIJCOSX def2/J DEFGRID3
* xyz 0 1
C 6.0053 0.2457 1.0164
C 4.8664 1.2649 0.8645
I 4.7005 2.5227 2.6140
C 5.0807 2.0473 -0.4541
I 6.4125 3.7405 -0.1374
P 3.5112 2.7894 -1.1698
C 2.0889 1.9918 -0.3253
C 1.4394 2.5718 0.7449
C 0.4029 1.8879 1.3429
C 0.0580 0.6532 0.8745
C 0.6886 0.0850 -0.2019
C 1.7249 0.7604 -0.8129
H 5.9662 -0.2556 1.9853
H 5.8172 -0.5408 0.2746
H 6.9877 0.6880 0.8443
H 3.9448 0.6830 0.8593
H 5.5215 1.4252 -1.2289
H 3.4358 4.1435 -0.7805
H 1.7846 3.5434 1.0763
H -0.0896 2.3425 2.1951
H -0.7381 0.0947 1.3600
H 0.4375 -0.8961 -0.5914
H 2.2502 0.3358 -1.6619
C -3.2953 -2.8697 0.1247
C -4.4051 -2.3148 1.0415
C -5.8507 -2.3830 0.5374
F -6.0369 -1.6689 -0.5853
F -6.6751 -1.8683 1.4800
F -4.0913 -1.0506 1.3996
F -4.3662 -3.0629 2.1811
O -2.5406 -1.9486 -0.6620
C -3.0022 -1.5442 -1.9039
C -3.2823 -0.0388 -1.9499
F -4.2068 0.3134 -1.0379
F -3.7575 0.2966 -3.1704
F -4.0605 -2.2777 -2.2922
F -2.0134 -1.8101 -2.7870
H -2.5536 -3.2883 0.8045
H -3.6448 -3.7130 -0.4706
H -6.1476 -3.4196 0.3540
H -2.3672 0.5245 -1.7519
*
```

**HOMO-LUMO gap**: 8.363 eV



No. 3
Density functional theory data (ωB97M-V/def2-TZVPD) for the ion C2H8NO2 with charge +1 in a non-equilibrium geometry.

```
! wB97M-V def2-TZVPD RIJCOSX def2/J DEFGRID3
* xyz 1 1
C -0.1442 0.7163 -1.1967
C -0.2050 0.0545 0.4654
N 0.7844 -1.1301 0.2749
O -1.3698 -0.5697 0.7363
O 0.2535 0.8594 1.4526
H 0.1691 1.7532 -1.1319
H 0.3930 -0.0127 -1.8306
H -1.1333 0.7315 -1.4819
H 0.9305 -1.4486 1.2214
H 1.8155 -0.8647 -0.1295
H 0.4210 -1.7733 -0.3353
H -2.2522 -0.0726 0.7821
H 0.3375 1.7568 1.1731
*
```

**HOMO-LUMO gap**: 11.778 eV
**Energy above the lowest of the compared OMol25 structures with the same formula, charge and spin**: 49.42 kcal per mole



No. 4
Density functional theory data (ωB97M-V/def2-TZVPD) for a cluster of 3 separate species, C5H12O3 in total in a non-equilibrium geometry.

```
! wB97M-V def2-TZVPD RIJCOSX def2/J DEFGRID3
* xyz 0 1
O -1.4423 -0.2017 -1.1554
C -0.4217 -0.6055 -0.6306
C 0.1614 0.3639 0.3890
C 1.6358 0.4726 0.0968
C 2.4253 0.9033 1.2613
C 1.8509 1.3109 2.3928
H -0.0193 -1.5210 -0.8545
H -0.3190 1.3646 0.0499
H -0.1972 0.1586 1.4209
H 2.0111 -0.5605 -0.2850
H 1.7871 1.1965 -0.7242
H 3.4174 1.0776 1.0505
H 2.6045 1.5559 3.2686
H 0.8529 1.3533 2.6454
H -2.1404 1.0990 -2.7766
H -2.6795 1.1815 -1.4809
O -2.9096 1.4002 -2.3375
H -0.3779 -2.7847 1.2583
H -0.0109 -3.9265 0.2416
O -0.5029 -3.0568 0.3842
*
```

**HOMO-LUMO gap**: 10.115 eV
**Energy above the lowest of the compared OMol25 structures with the same formula, charge and spin**: 76.71 kcal per mole



No. 5
Density functional theory data (ωB97M-V/def2-TZVPD) for a cluster of 17 separate species, C6H42N3O19 in total in a non-equilibrium geometry.

```
! wB97M-V def2-TZVPD RIJCOSX def2/J DEFGRID3
* xyz 1 1
O 5.7195 -1.1077 2.1809
N 5.3392 -0.9776 1.0196
O 5.1514 0.3512 0.7830
N 4.1536 0.8433 1.5379
C 4.1254 2.0274 2.5134
N 2.7160 2.0966 3.1379
C 1.8688 0.9754 2.5765
C 0.3287 0.4935 2.8659
C -0.8333 1.4681 2.2361
C -1.9832 0.4407 1.5898
O -2.6499 -0.2025 2.7670
C 2.8117 0.1448 1.5236
H 5.0599 2.7106 2.7008
H 2.3870 2.7804 3.8563
H 0.2041 -0.5612 2.3205
H 0.0937 0.2953 3.9958
H -1.3890 1.9863 3.1565
H -0.4507 2.2582 1.4606
H -1.5011 -0.3809 0.8924
H -2.7873 0.9989 0.9483
H -2.0947 -0.9820 3.0888
H 2.5188 -0.8087 0.9118
O -4.8589 1.7098 3.1652
H -4.4793 2.5460 3.4743
H -4.1236 1.0817 3.2271
O 4.7487 4.4533 4.2084
H 5.2669 4.9217 3.5367
H 5.4076 3.9315 4.6906
O 1.1487 3.1569 0.6191
H 1.6669 3.6253 -0.0526
H 1.8076 2.6351 1.1013
O -0.3437 0.9206 -1.3822
H -0.0246 1.6538 -0.8349
H -1.3084 0.9784 -1.3118
O -1.5218 -0.0186 -4.1264
H -0.7391 0.0212 -4.6963
H -1.2159 0.3472 -3.2828
O 5.0694 -2.5798 -2.0750
H 5.4491 -1.7436 -1.7660
H 5.8048 -3.2079 -2.0131
O -6.9218 1.5244 0.9499
H -6.1391 1.5642 0.3800
H -6.6159 1.8902 1.7935
O -2.6690 -2.5208 -3.0044
H -2.3967 -1.9384 -3.7294
H -1.8996 -3.0924 -2.8616
O -4.1846 -3.8915 -5.1875
H -3.4019 -3.8518 -5.7574
H -3.8788 -3.5257 -4.3439
O -0.8038 -4.8793 -2.2465
H -1.3898 -5.3949 -1.6723
H -0.2716 -5.5499 -2.7006
O 6.1807 3.8946 1.0025
H 7.0056 4.2205 0.6122
H 5.9484 3.1300 0.4544
O -3.8497 3.0172 0.4227
H -3.8504 3.7085 -0.2564
H -4.6652 3.1776 0.9209
O 1.2310 -6.5146 -4.3108
H 1.5033 -5.9322 -5.0358
H 2.0004 -7.0861 -4.1680
O -7.0193 -4.3778 -4.2019
H -6.1944 -4.0519 -4.5922
H -7.2516 -5.1425 -4.7499
O -4.0473 3.8356 5.4044
H -3.6302 4.5241 5.9439
H -4.7772 3.5161 5.9558
O 4.7856 -3.3139 -5.2799
H 5.5683 -3.2741 -5.8499
H 5.0914 -2.9481 -4.4363
*
```

**HOMO-LUMO gap**: 5.855 eV



No. 6
Density functional theory data (ωB97M-V/def2-TZVPD) for a cluster of 2 separate species, C5H16NS2 in total in a non-equilibrium geometry.

```
! wB97M-V def2-TZVPD RIJCOSX def2/J DEFGRID3
* xyz 1 1
C -1.3398 2.3784 -0.3689
C -1.5868 0.8391 -0.3456
C -2.6753 0.4354 -1.3654
N -0.2566 0.2169 -0.7293
H -0.5594 2.6216 0.3957
H -1.0062 2.6703 -1.3613
H -2.3247 2.8365 -0.1597
H -1.8496 0.5269 0.6711
H -2.3798 0.6606 -2.3887
H -3.5841 0.9838 -1.1468
H -2.9298 -0.6335 -1.2679
H 0.5726 0.4310 -0.1784
H -0.4785 -0.7921 -0.5727
H -0.1244 0.3785 -1.7204
C 2.5000 -2.0758 -0.1550
C 2.3709 -1.6264 1.2935
S 2.2855 0.2023 1.3924
S 1.1943 0.3396 3.2189
H 3.4341 -1.7036 -0.6177
H 1.6387 -1.7042 -0.7911
H 2.5337 -3.1860 -0.2303
H 3.2276 -1.8925 1.9148
H 1.4759 -2.0434 1.7539
H -0.1382 0.1366 2.7589
*
```

**HOMO-LUMO gap**: 9.647 eV
**Energy above the lowest of the compared OMol25 structures with the same formula, charge and spin**: 17.98 kcal per mole



No. 7
Density functional theory data (ωB97M-V/def2-TZVPD) for the molecule C3H6N2O in a non-equilibrium geometry.

```
! wB97M-V def2-TZVPD RIJCOSX def2/J DEFGRID3
* xyz 0 1
C 1.1446 0.3993 -0.9741
C -0.0562 -0.3933 -0.4833
N -0.5680 -1.4146 -1.0289
N -0.5721 -0.2605 0.8269
C -1.0007 0.7392 1.6546
O -1.5099 0.4908 2.7266
H 1.8890 -0.3396 -1.2936
H 1.5997 1.0145 -0.1948
H 0.9369 1.0220 -1.8528
H -0.0844 -1.8515 -1.7742
H -0.9133 -1.1694 1.1188
H -0.8656 1.7631 1.2748
*
```

**HOMO-LUMO gap**: 10.655 eV
**Energy above the lowest of the compared OMol25 structures with the same formula, charge and spin**: 26.39 kcal per mole



No. 8
Density functional theory data (ωB97M-V/def2-TZVPD) for a cluster of 2 separate species, CH3ClN2 in total in a non-equilibrium geometry.

```
! wB97M-V def2-TZVPD RIJCOSX def2/J DEFGRID3
* xyz 0 1
C -0.3390 -1.4722 -0.1026
N -0.0418 -0.2796 -0.3024
N -0.0444 1.8470 0.3303
Cl -0.8215 -2.7261 -1.2191
H -0.3545 -1.6991 1.0221
H 0.0236 -0.0291 -1.2777
H 0.9771 1.7468 0.2992
*
```

**HOMO-LUMO gap (spin up / spin down)**: 9.438 / 9.392 eV
**Energy above the lowest of the compared OMol25 structures with the same formula, charge and spin**: 135.04 kcal per mole



Copy entry 4 word for word.
Density functional theory data (ωB97M-V/def2-TZVPD) for a cluster of 3 separate species, C5H12O3 in total in a non-equilibrium geometry.

```
! wB97M-V def2-TZVPD RIJCOSX def2/J DEFGRID3
* xyz 0 1
O -1.4423 -0.2017 -1.1554
C -0.4217 -0.6055 -0.6306
C 0.1614 0.3639 0.3890
C 1.6358 0.4726 0.0968
C 2.4253 0.9033 1.2613
C 1.8509 1.3109 2.3928
H -0.0193 -1.5210 -0.8545
H -0.3190 1.3646 0.0499
H -0.1972 0.1586 1.4209
H 2.0111 -0.5605 -0.2850
H 1.7871 1.1965 -0.7242
H 3.4174 1.0776 1.0505
H 2.6045 1.5559 3.2686
H 0.8529 1.3533 2.6454
H -2.1404 1.0990 -2.7766
H -2.6795 1.1815 -1.4809
O -2.9096 1.4002 -2.3375
H -0.3779 -2.7847 1.2583
H -0.0109 -3.9265 0.2416
O -0.5029 -3.0568 0.3842
*
```

**HOMO-LUMO gap**: 10.115 eV
**Energy above the lowest of the compared OMol25 structures with the same formula, charge and spin**: 76.71 kcal per mole



Copy entry 4 word for word.
Density functional theory data (ωB97M-V/def2-TZVPD) for a cluster of 3 separate species, C5H12O3 in total in a non-equilibrium geometry.

```
! wB97M-V def2-TZVPD RIJCOSX def2/J DEFGRID3
* xyz 0 1
O -1.4423 -0.2017 -1.1554
C -0.4217 -0.6055 -0.6306
C 0.1614 0.3639 0.3890
C 1.6358 0.4726 0.0968
C 2.4253 0.9033 1.2613
C 1.8509 1.3109 2.3928
H -0.0193 -1.5210 -0.8545
H -0.3190 1.3646 0.0499
H -0.1972 0.1586 1.4209
H 2.0111 -0.5605 -0.2850
H 1.7871 1.1965 -0.7242
H 3.4174 1.0776 1.0505
H 2.6045 1.5559 3.2686
H 0.8529 1.3533 2.6454
H -2.1404 1.0990 -2.7766
H -2.6795 1.1815 -1.4809
O -2.9096 1.4002 -2.3375
H -0.3779 -2.7847 1.2583
H -0.0109 -3.9265 0.2416
O -0.5029 -3.0568 0.3842
*
```

**HOMO-LUMO gap**: 10.115 eV
**Energy above the lowest of the compared OMol25 structures with the same formula, charge and spin**: 76.71 kcal per mole